Record 1
A structure of composition C26H31FeN8O4S2. Source: the OMol25 dataset; level of theory: ωB97M-V/def2-TZVPD.

```
! RIJCOSX wB97M-V def2-TZVPD def2/J DEFGRID3
* xyz -1 5
Fe -0.445 -0.411 -0.805
C 1.217 -0.746 -3.716
N -0.025 -1.336 -3.147
C -1.085 -1.025 -4.149
C 0.154 -2.700 -2.891
C 0.697 -3.568 -3.843
C 1.257 -4.793 -3.463
C 1.165 -5.210 -2.152
C 0.490 -4.444 -1.249
C -0.143 -3.249 -1.594
N -0.945 -2.477 -0.753
C -1.859 -3.032 0.117
C -2.080 -4.434 0.248
C -2.651 -4.922 1.427
C -3.458 -4.038 2.148
C -3.507 -2.687 1.846
C -2.721 -2.148 0.845
N -2.786 -0.812 0.380
C -3.638 -0.702 -0.836
C -3.332 0.171 1.351
H 1.418 -1.094 -4.730
H 2.062 -0.877 -3.053
H 1.034 0.312 -3.905
H -0.848 -1.250 -5.218
H -1.238 0.054 -4.094
H -1.989 -1.598 -3.951
H 0.783 -3.291 -4.905
H 1.792 -5.389 -4.215
H 1.684 -6.122 -1.869
H 0.462 -4.758 -0.221
H -1.674 -5.084 -0.453
H -2.542 -5.973 1.727
H -4.093 -4.389 2.943
H -4.164 -2.056 2.398
H -4.726 -0.910 -0.640
H -3.293 -1.420 -1.595
H -3.520 0.297 -1.289
H -4.350 -0.055 1.761
H -3.379 1.142 0.817
H -2.656 0.288 2.207
N -0.076 1.641 -1.072
N 1.261 1.954 -1.440
C 2.258 0.911 -1.156
O 3.436 1.356 -1.031
O 1.899 -0.275 -1.038
H -0.673 2.176 -1.712
H -0.254 2.070 -0.039
H 1.501 2.858 -1.015
N 4.962 6.252 2.426
C 3.735 5.660 2.342
C 3.603 4.412 1.656
C 2.355 3.761 1.586
C 1.247 4.355 2.266
C 1.370 5.633 2.893
C 2.598 6.277 2.969
S -0.424 3.793 2.136
O -0.998 4.591 1.085
O -1.068 3.718 3.395
N -0.354 2.292 1.397
C 0.004 1.158 2.009
S 0.615 1.224 3.664
C 1.145 -0.379 3.419
C 0.818 -0.872 2.191
N 0.058 -0.033 1.388
H 5.797 5.748 2.160
H 5.120 7.146 2.850
H 4.526 4.020 1.207
H 2.299 2.749 1.122
H 0.433 6.021 3.352
H 2.809 7.194 3.476
H 1.733 -0.820 4.193
H 1.198 -1.851 1.841
*
```

Calculated values
**F_max**: 4.3 eV/Å
**E_HOMO (spin up / spin down)**: -4.08 / -4.14 eV
**Gap between HOMO and LUMO (spin up / spin down)**: 6.684 / 6.737 eV
**LUMO level (spin up / spin down)**: 2.60 / 2.60 eV
**Relative energy (zero: lowest compared OMol25 entry of this formula, charge and spin)**: 0.0 kcal/mol

In elementary charge units, the Mulliken charges are:
1. Fe 0.78
2. C -1.49
3. N 1.13
4. C -1.24
5. C -0.54
6. C -0.38
7. C -0.68
8. C -0.69
9. C -0.62
10. C 0.11
11. N 1.00
12. C -0.18
13. C -1.10
14. C -0.86
15. C -0.65
16. C -0.42
17. C 0.21
18. N 0.86
19. C -1.10
20. C -1.35
21. H 0.49
22. H 0.38
23. H 0.41
24. H 0.33
25. H 0.32
26. H 0.31
27. H 0.33
28. H 0.33
29. H 0.36
30. H 0.67
31. H 0.87
32. H 0.36
33. H 0.38
34. H 0.33
35. H 0.31
36. H 0.26
37. H 0.31
38. H 0.31
39. H 0.34
40. H 0.36
41. N -0.07
42. N -0.39
43. C 0.60
44. O -0.85
45. O -0.60
46. H 0.23
47. H 0.14
48. H 0.37
49. N -0.45
50. C 1.17
51. C -0.85
52. C -0.54
53. C 0.36
54. C -0.77
55. C -0.88
56. S 1.00
57. O -0.68
58. O -0.65
59. N -0.44
60. C -0.12
61. S -0.08
62. C -0.37
63. C -1.12
64. N 0.83
65. H 0.19
66. H 0.17
67. H 0.32
68. H 0.56
69. H 0.31
70. H 0.31
71. H 0.45
72. H 0.30

=====

Record 2
A cluster of 2 separate species, CF2O3S in total. Source: the OMol25 dataset; level of theory: ωB97M-V/def2-TZVPD.

```
! RIJCOSX wB97M-V def2-TZVPD def2/J DEFGRID3
* xyz 0 1
C 1.081 0.462 -1.991
O 1.037 1.533 -2.262
O -1.271 -0.640 -0.325
O 0.398 0.825 0.645
F 0.460 -1.604 1.159
F -1.279 -0.256 2.065
S -0.426 -0.320 0.709
*
```

Calculated values
**F_max**: 4.0 eV/Å
**E_HOMO**: -12.98 eV
**Gap between HOMO and LUMO**: 13.278 eV
**LUMO level**: 0.30 eV
**Relative energy (zero: lowest compared OMol25 entry of this formula, charge and spin)**: 30.9 kcal/mol

In elementary charge units, the Mulliken charges are:
1. C 0.11
2. O -0.13
3. O -0.42
4. O -0.44
5. F -0.20
6. F -0.19
7. S 1.26

=====

Record 3
An isolated molecule of C3H10N2O. Source: the OMol25 dataset; level of theory: ωB97M-V/def2-TZVPD.

```
! RIJCOSX wB97M-V def2-TZVPD def2/J DEFGRID3
* xyz 0 1
C 0.464 -0.560 0.024
C 1.333 -0.649 -1.269
O 2.183 -1.718 -1.190
N -0.805 0.290 -0.058
C -1.356 0.615 1.293
N -1.920 2.001 1.172
H 1.072 -0.317 0.920
H 0.239 -1.650 0.142
H 0.534 -0.496 -2.067
H 1.862 0.350 -1.348
H 2.439 -1.874 -2.132
H -1.644 0.014 -0.426
H -0.578 0.447 2.114
H -2.303 0.051 1.708
H -1.474 2.380 2.062
H -1.189 2.364 0.469
*
```

Calculated values
**F_max**: 5.5 eV/Å
**E_HOMO**: -9.21 eV
**Gap between HOMO and LUMO**: 10.049 eV
**LUMO level**: 0.84 eV
**Structure (SMILES)**: NCNCCO
**Relative energy (zero: lowest compared OMol25 entry of this formula, charge and spin)**: 70.0 kcal/mol

In elementary charge units, the Mulliken charges are:
1. C -0.35
2. C -0.50
3. O -0.47
4. N -0.32
5. C -0.35
6. N -0.68
7. H 0.29
8. H 0.26
9. H 0.27
10. H 0.24
11. H 0.34
12. H 0.20
13. H 0.34
14. H 0.21
15. H 0.24
16. H 0.29

=====

Record 4
A structure of composition C3H7N2P. Source: the OMol25 dataset; level of theory: ωB97M-V/def2-TZVPD.

```
! RIJCOSX wB97M-V def2-TZVPD def2/J DEFGRID3
* xyz 0 1
C 0.829 0.666 1.098
C 0.263 -0.524 1.011
C 0.377 1.588 -0.049
N -0.526 0.831 -0.861
N -0.606 -0.743 -0.002
P -0.031 -1.891 -1.248
H 1.439 0.855 1.944
H 0.457 -1.253 1.702
H -0.145 2.508 0.164
H 1.237 1.657 -0.630
H -1.435 1.247 -0.657
H -1.279 -1.871 -1.931
H -0.580 -3.068 -0.541
*
```

Calculated values
**F_max**: 3.8 eV/Å
**E_HOMO**: -8.10 eV
**Gap between HOMO and LUMO**: 9.137 eV
**LUMO level**: 1.04 eV
**Relative energy (zero: lowest compared OMol25 entry of this formula, charge and spin)**: 31.9 kcal/mol

In elementary charge units, the Mulliken charges are:
1. C -0.44
2. C -0.32
3. C -0.29
4. N -0.46
5. N -0.22
6. P -0.06
7. H 0.40
8. H 0.45
9. H 0.35
10. H 0.18
11. H 0.28
12. H 0.07
13. H 0.06

=====

The lowest F_max belongs to which entry?
C3H7N2P